(1)
# C16H34O

C16H34O as an isolated structure at a distorted geometry (ωB97M-V/def2-TZVPD, the OMol25 dataset).

Structure (XYZ):
```
51
Properties=species:S:1:pos:R:3:nbo_charge:R:1
C 3.39041 -1.72855 -2.06118 -0.61
H 2.69973 -1.01481 -2.62746 0.21
C 3.86051 -1.29114 -0.77233 -0.33
C 2.91964 -0.74065 0.09436 -0.55
C 3.57978 -0.27908 1.22236 -0.34
C 2.63568 0.52515 2.33684 -0.39
C 1.55959 -0.29094 2.82635 -0.41
C 0.14414 -0.41138 2.00455 -0.34
C -0.86876 -1.46072 2.35524 -0.39
C -2.25042 -1.12067 1.57114 -0.41
C -2.09690 -1.43450 0.31338 -0.41
C -3.33249 -1.26406 -0.58845 -0.37
C -3.93721 0.28307 -0.74728 -0.37
C -2.98499 1.42870 -0.68129 -0.40
C -2.29010 1.26876 -2.21738 -0.35
C -1.17904 2.60580 -2.30993 -0.44
C 0.03191 2.39300 -1.67055 -0.07
O 0.70728 1.13827 -1.84053 -0.73
H 0.66459 0.92633 -2.74621 0.45
H 0.72970 3.19375 -1.62397 0.18
H -0.16409 2.14844 -0.50820 0.16
H -1.59615 3.53509 -1.89019 0.22
H -1.02356 2.55185 -3.28790 0.19
H -1.73079 0.54395 -2.15430 0.16
H -3.13748 1.17973 -2.87039 0.20
H -2.25806 1.37122 -0.00588 0.20
H -3.41141 2.45968 -0.81665 0.21
H -4.85991 0.32396 -1.13559 0.21
H -4.29320 0.53957 0.49543 0.15
H -4.17590 -1.72328 -0.30629 0.19
H -3.26464 -1.42909 -1.63216 0.20
H -1.28821 -0.82762 -0.35290 0.18
H -1.82716 -2.38576 -0.01921 0.22
H -2.51871 -0.09759 1.70787 0.22
H -2.92470 -1.80520 1.97195 0.21
H -1.18923 -1.38223 3.62331 0.20
H -0.54812 -2.49185 2.03477 0.21
H -0.25796 0.92889 2.38608 0.13
H 0.38565 -0.32920 1.02338 0.20
H 1.28186 -0.27037 4.07629 0.19
H 1.71324 -1.32068 2.75595 0.19
H 3.23069 0.98598 3.44747 0.20
H 2.23087 1.34454 1.86726 0.19
H 4.43757 0.57852 1.10958 0.22
H 4.11943 -1.15533 2.02715 0.20
H 2.27608 0.10158 -0.44586 0.24
H 2.22502 -1.45384 0.26838 0.21
H 4.65132 -0.33344 -1.19031 0.16
H 4.55591 -2.17160 -0.27849 0.21
H 4.31782 -2.16254 -2.66081 0.22
H 2.73246 -2.71080 -1.85096 0.18
```

Output
* lowest unoccupied orbital energy: 0.0274 hartree
* HOMO level: -8.788 eV
* energy relative to the best compared isomer or geometry (same formula, charge and spin): 1369.9 kJ/mol
* gap between HOMO and LUMO: 0.35030 Eh

---

(2)
# C16H34OP2V

C16H34OP2V as an isolated structure at a distorted geometry (ωB97M-V/def2-TZVPD, the OMol25 dataset).

Structure (XYZ):
```
54
Properties=species:S:1:pos:R:3:nbo_charge:R:1
P 1.43696 -2.07315 1.91658 1.60
P 1.38185 2.43112 2.22492 1.40
C 1.15665 -0.31881 1.36647 -0.77
C 1.98059 0.68375 2.13011 -0.75
H 0.09353 -0.18607 1.60053 0.31
H 1.29431 -0.27427 0.25886 0.27
H 2.13422 0.38756 3.19157 0.27
H 2.98069 0.72447 1.68029 0.27
C -0.24362 2.63453 1.43247 -1.00
H -0.79590 3.33800 2.07601 0.30
H -0.81194 1.69273 1.43335 0.28
H -0.16233 3.07218 0.43634 0.29
C 2.49827 3.36484 1.08984 -0.95
H 2.20972 3.21474 0.04001 0.28
H 3.53261 3.03480 1.26885 0.27
H 2.44348 4.42774 1.33340 0.29
C 0.16013 -2.95978 1.00660 -0.99
H 0.03051 -3.95243 1.46035 0.28
H 0.42551 -3.02474 -0.06379 0.27
H -0.80297 -2.40859 1.08056 0.32
C 3.06711 -2.59767 1.50290 -0.99
H 3.77717 -1.77909 1.63824 0.27
H 3.08207 -2.93259 0.46270 0.29
H 3.31537 -3.42625 2.17102 0.29
V -1.61594 -0.00062 -1.00479 1.53
C -0.65371 1.49085 -1.85346 -0.48
C -2.13548 1.62601 -1.98506 -0.48
C -2.82157 1.23108 -3.29752 -0.43
C -2.52737 -0.21646 -3.79733 -0.44
C -2.00277 -1.10375 -2.70474 -0.41
C -0.59284 -1.18815 -2.31121 -0.46
C 0.48168 -0.38276 -3.01104 -0.42
C 0.14687 1.12719 -3.09084 -0.43
C 1.06316 -2.19089 3.67357 -0.98
H -0.04092 2.03423 -1.09597 0.19
H -2.59804 2.47622 -1.47722 0.25
H -2.63276 1.92270 -4.14044 0.24
H -3.92539 1.33268 -3.16853 0.24
H -3.49171 -0.61463 -4.18282 0.25
H -1.85255 -0.21734 -4.67191 0.23
H -2.49429 -2.08815 -2.75951 0.26
H -0.26276 -2.18608 -1.97562 0.22
H 0.69409 -0.75565 -4.02294 0.24
H 1.43873 -0.52423 -2.49137 0.19
H 1.10545 1.69032 -3.13495 0.23
H -0.43860 1.38262 -3.99486 0.23
H 1.75448 -1.56723 4.25931 0.27
H 1.17915 -3.25887 3.94711 0.29
H 0.02959 -1.86745 3.88207 0.29
C -2.42057 -0.23324 2.35109 -0.23
O -1.85343 -0.53832 1.05911 -0.97
H -1.84332 -0.72975 3.17602 0.14
H -3.46247 -0.57600 2.45654 0.21
H -2.41071 0.85266 2.62914 0.15
```

Output
* charge: +2
* spin multiplicity: 2
* lowest unoccupied orbital energy (alpha / beta): -0.2044 / -0.3702 hartree
* HOMO level (alpha / beta): -13.796 / -13.792 eV
* energy relative to the best compared isomer or geometry (same formula, charge and spin): 0.0 kJ/mol
* gap between HOMO and LUMO (alpha / beta): 0.30264 / 0.13667 Eh

---

(3)
# C16H35AsNO3Si3V

C16H35AsNO3Si3V as an isolated structure at a distorted geometry (ωB97M-V/def2-TZVPD, the OMol25 dataset).

Structure (XYZ):
```
60
Properties=species:S:1:pos:R:3:nbo_charge:R:1
V -0.84148 -1.61238 0.00000 1.08
O 3.12312 -2.61308 0.00000 -0.62
C 1.85372 -2.55698 0.00000 0.76
O 1.09712 -1.54548 0.00000 -0.78
C 1.04872 -3.79848 0.00000 0.10
C 1.59312 -5.07778 0.00000 -0.21
C 0.72282 -6.16248 0.00000 -0.14
C -0.64958 -5.93098 0.00000 -0.24
C -1.09748 -4.61718 0.00000 0.10
N -0.28418 -3.54408 0.00000 -0.50
H 2.67062 -5.20418 0.00000 0.25
H 1.11432 -7.17378 0.00000 0.22
H -1.35528 -6.75198 0.00000 0.23
H -2.15688 -4.38328 0.00000 0.25
C -3.50428 -3.54778 0.00000 -0.27
O -2.43288 -2.76908 0.00000 -0.81
H -4.48978 -3.05168 0.00000 0.17
H -3.62498 -4.24158 0.84930 0.15
H -3.62498 -4.24158 -0.84930 0.15
C 1.15322 1.02012 3.22000 -1.13
Si 1.70562 1.43332 1.48660 1.47
C 2.32962 3.20172 1.53330 -1.13
C 3.18082 0.36052 1.09560 -1.13
As -0.04018 0.85362 0.00000 -0.46
Si -1.73248 2.39152 0.57620 1.46
C -3.05168 2.47652 -0.74070 -1.13
C -2.59498 1.72222 2.09270 -1.14
C -1.17948 4.13102 0.94210 -1.14
Si 0.80492 1.56942 -2.08120 1.47
C 1.96862 0.23732 -2.69030 -1.13
C 1.71962 3.18822 -2.09290 -1.13
C -0.54358 1.66242 -3.36800 -1.13
H 1.99702 1.18322 3.92130 0.25
H 0.83112 -0.03968 3.26650 0.24
H 0.31592 1.68322 3.50950 0.23
H 3.13992 3.26262 2.28780 0.25
H 1.54292 3.90882 1.83170 0.24
H 2.74962 3.51652 0.56750 0.24
H 3.97392 0.54022 1.85020 0.24
H 3.57442 0.62282 0.09530 0.23
H 2.88232 -0.70708 1.11780 0.27
H -3.41068 1.45522 -0.98190 0.26
H -2.66148 2.97122 -1.64370 0.23
H -3.89818 3.08412 -0.36090 0.24
H -2.98888 0.71012 1.87300 0.26
H -3.43648 2.39162 2.36310 0.24
H -1.89088 1.66192 2.94250 0.23
H -0.61158 4.54402 0.08480 0.24
H -0.57408 4.13292 1.86430 0.23
H -2.07478 4.75782 1.13060 0.25
H 2.82452 0.12732 -1.99930 0.25
H 2.34632 0.51012 -3.69710 0.24
H 1.42282 -0.72588 -2.75240 0.24
H 2.65242 3.08222 -1.51430 0.24
H 1.07872 3.99482 -1.68420 0.24
H 2.00132 3.43162 -3.13780 0.25
H -1.10858 0.70862 -3.39480 0.24
H -0.08098 1.84442 -4.35980 0.24
H -1.21928 2.50502 -3.15330 0.24
H -2.25908 -0.58198 0.00000 -0.18
```

Output
* spin multiplicity: 3
* lowest unoccupied orbital energy (alpha / beta): -0.0056 / -0.0068 hartree
* HOMO level (alpha / beta): -7.967 / -7.785 eV
* gap between HOMO and LUMO (alpha / beta): 0.28720 / 0.27935 Eh

---

(4)
# C16H35B3O14S

C16H35B3O14S as an isolated structure (ωB97M-V/def2-TZVPD, the OMol25 dataset).

Structure (XYZ):
```
69
Properties=species:S:1:pos:R:3:nbo_charge:R:1
C -1.16064 -0.22321 -5.40500 -0.63
C -0.97089 -1.48339 -4.56484 -0.07
O 0.40185 -1.66074 -4.28264 -0.54
C 0.75991 -2.99416 -4.00118 -0.04
C 0.07380 -3.62337 -2.78742 -0.82
B 0.11520 -2.80366 -1.45473 1.17
O 0.19971 -1.43522 -1.40991 -0.89
B 0.66118 -0.92927 -0.20628 1.28
O 1.64752 -0.01101 -0.14832 -0.87
O 0.12602 -1.45884 0.96017 -0.88
B 0.21987 -2.82538 0.93862 0.98
S 0.53047 -3.77617 2.50471 -0.30
O 0.05381 -3.50410 -0.24507 -0.89
H -0.20425 0.25395 -5.59927 0.23
H -1.78896 0.49601 -4.88232 0.21
H -1.64786 -0.45295 -6.34925 0.21
H -1.36053 -2.35729 -5.09814 0.16
H -1.53432 -1.39512 -3.63102 0.16
H 1.84113 -3.01047 -3.87790 0.19
H 0.53984 -3.60826 -4.88434 0.16
H -0.95296 -3.91093 -3.02250 0.25
H 0.60538 -4.55280 -2.56577 0.25
H 1.87624 0.25114 -1.04650 0.50
H 1.86069 -3.75238 2.55569 0.17
C 3.95657 6.84730 -0.65703 -0.64
C 2.64413 6.96064 -1.39993 -0.07
O 2.14608 5.67039 -1.79542 -0.49
C 1.51587 4.98877 -0.84298 0.98
O 1.30939 5.35787 0.28348 -0.65
O 1.13192 3.81801 -1.35698 -0.50
C 0.46889 2.95562 -0.42797 -0.26
H 4.68177 6.28952 -1.25016 0.21
H 4.35904 7.83992 -0.45602 0.22
H 3.82177 6.33120 0.29259 0.23
H 2.77079 7.50541 -2.33310 0.19
H 1.89063 7.47359 -0.80403 0.20
H -0.35839 3.46598 0.05814 0.20
H 1.16385 2.58294 0.31998 0.20
H 0.08301 2.12300 -1.00928 0.18
C -2.55673 4.81063 -1.16084 -0.64
C -2.86458 3.76100 -2.20472 -0.07
O -4.25659 3.40380 -2.20794 -0.50
C -5.05709 4.24380 -2.86138 0.98
O -4.71827 5.23580 -3.45258 -0.65
O -6.30618 3.79111 -2.75537 -0.49
C -7.28874 4.61322 -3.39156 -0.26
H -2.90015 4.48621 -0.17744 0.21
H -1.48404 4.99337 -1.11503 0.22
H -3.05116 5.75304 -1.39288 0.23
H -2.34166 2.83128 -1.98633 0.19
H -2.56818 4.09006 -3.19971 0.20
H -7.02294 4.80110 -4.42910 0.20
H -7.39205 5.55863 -2.86195 0.19
H -8.21948 4.05698 -3.34014 0.20
C 4.30754 -6.74212 8.36436 -0.64
C 3.76928 -7.58816 7.23185 -0.07
O 2.33277 -7.60546 7.21968 -0.49
C 1.75565 -6.54227 6.66134 0.98
O 2.32483 -5.60738 6.15912 -0.65
O 0.43601 -6.69604 6.74614 -0.49
C -0.32136 -5.60564 6.21250 -0.26
H 3.89082 -7.07264 9.31617 0.21
H 5.39337 -6.82515 8.41048 0.22
H 4.04733 -5.69407 8.22262 0.22
H 4.05745 -8.63025 7.35470 0.19
H 4.13726 -7.24321 6.26656 0.20
H -0.01000 -5.37123 5.19901 0.20
H -0.21175 -4.72379 6.84154 0.19
H -1.35890 -5.92514 6.21282 0.19
```

Output
* lowest unoccupied orbital energy: 0.0075 hartree
* HOMO level: -9.490 eV
* gap between HOMO and LUMO: 0.35628 Eh

---

These records have energy values of -19177.5774 -63436.3592 -134952.2121 -58698.7054 eV, in the order they appear.